The following is a quantum chemistry calculation of an isolated molecule of C21H24N2O4, from the Open Molecules 2025 dataset.

Last column: Mulliken charge in e.
Atoms and positions in Å:
C -2.7671 -0.5405 -3.3730  -1.8687
H -3.0967 0.4753 -3.5771  0.4207
H -3.6381 -1.1887 -3.3101  0.4083
H -2.1348 -0.8817 -4.1881  0.3455
C -1.9762 -0.5880 -2.0650  1.6632
N -2.8346 -0.3981 -0.9179  0.0707
C -2.8070 -1.4324 -0.0501  0.0044
O -3.3919 -1.5509 0.9934  -0.6388
N -1.9859 -2.4142 -0.6309  0.3673
C -1.4487 -2.0037 -1.8117  0.0383
O -0.7065 -2.6352 -2.5221  -0.6686
C -1.6518 -3.6370 0.0602  -0.9860
C -0.1555 -3.6932 0.3609  -0.7187
H 0.0824 -4.6305 0.8868  0.3441
O 0.1800 -2.5812 1.1590  -0.0292
C 1.5664 -2.4164 1.3273  -0.5076
H 2.0584 -2.3024 0.3492  0.3291
C 1.8511 -1.1770 2.1812  -0.9393
O 1.7884 0.0247 1.4538  -0.3657
C 0.6241 0.7355 1.3653  0.4524
C -0.6114 0.2971 1.8227  -0.5668
C -1.7246 1.1164 1.7300  -1.0478
C -1.6215 2.3785 1.1754  -0.8630
C -0.3946 2.8175 0.7089  -0.1887
C 0.7357 2.0151 0.7890  0.9568
C 2.0246 2.5137 0.2777  0.2036
C 2.4741 3.7791 0.6451  -0.5639
C 3.6733 4.2681 0.1608  -0.6970
C 4.4376 3.5028 -0.7036  -0.4166
C 3.9950 2.2457 -1.0799  -0.8264
C 2.7987 1.7529 -0.5931  -0.0094
H 2.4553 0.7755 -0.8955  0.3213
H 4.5859 1.6467 -1.7580  0.3974
H 5.3745 3.8846 -1.0822  0.3811
H 4.0140 5.2489 0.4600  0.3861
H 1.8849 4.3732 1.3291  0.4435
H -0.3036 3.7961 0.2601  0.5565
H -2.4882 3.0195 1.1058  0.4510
H -2.6729 0.7472 2.0899  0.4735
H -0.7277 -0.6937 2.2291  0.3957
H 2.8866 -1.2359 2.5315  0.4556
H 1.1813 -1.1620 3.0464  0.4065
H 1.9924 -3.3001 1.8278  0.4285
H 0.4084 -3.6682 -0.5819  0.5081
H -1.9306 -4.4985 -0.5524  0.3688
H -2.2281 -3.6276 0.9885  0.4214
H -3.2362 0.4907 -0.6741  0.3345
C -0.8068 0.3967 -2.0815  -1.3374
H -1.1663 1.4098 -2.2459  0.4773
H -0.2768 0.3674 -1.1325  -0.0095
H -0.1204 0.1278 -2.8798  0.4379

Cartesian forces (eV/Å) of the 3 atoms listed first:
0.177 -0.185 0.156
-0.032 0.104 -0.014
-0.080 -0.044 -0.020

Output
E_tot, eV: -33338.237
HOMO level, eV: -8.30
E_LUMO, eV: 0.791
Gap between HOMO and LUMO, eV: 9.1
SMILES: CC1(C)NC(=O)N(CCOCCOc2ccccc2-c2ccccc2)C1=O